Entry 1:
{"formula": "C16H30OP2STl", "method": "ωB97M-V/def2-TZVPD", "elements": ["Tl", "C", "P", "C", "C", "C", "C", "C", "C", "C", "P", "C", "C", "H", "H", "H", "H", "H", "H", "H", "H", "H", "H", "H", "H", "H", "H", "H", "H", "C", "C", "C", "S", "O", "C", "C", "C", "H", "H", "H", "H", "H", "H", "H", "H", "H", "H", "H", "H", "H", "H"], "positions_angstrom": [[0.16030, 0.01980, 1.29870], [-1.26000, -2.67140, -2.39840], [-0.75060, -1.82890, -0.83640], [-2.07030, -2.52750, 0.25240], [0.74230, -2.83120, -0.45150], [0.69210, -4.16870, -0.08500], [1.85460, -4.87400, 0.17170], [3.08100, -4.24660, 0.03680], [3.14800, -2.92090, -0.35750], [1.98590, -2.20060, -0.61090], [1.97560, -0.41910, -1.06910], [3.77220, -0.01860, -1.18780], [1.64500, -0.49770, -2.88510], [-1.42150, -3.73420, -2.22080], [-0.49810, -2.55430, -3.16400], [-2.18640, -2.21950, -2.74570], [-2.19630, -3.60150, 0.13710], [-2.99960, -2.03680, -0.04100], [-1.87230, -2.28660, 1.29660], [-0.25990, -4.66950, 0.00390], [1.80670, -5.90980, 0.46800], [3.99230, -4.78970, 0.23160], [4.11300, -2.45800, -0.48530], [4.27550, -0.66710, -1.90630], [4.24670, -0.09550, -0.21150], [3.86080, 1.01210, -1.53160], [2.14670, -1.35360, -3.33180], [2.02980, 0.41150, -3.34180], [0.57690, -0.55230, -3.07330], [-4.59470, 3.90450, -2.17730], [-3.59090, 2.88960, -1.64260], [-2.18900, 3.48110, -1.61260], [-0.94610, 2.13870, -1.43190], [-1.21850, 1.50760, -0.10130], [0.55640, 3.19650, -1.16030], [0.79800, 3.56790, 0.29370], [-0.04950, 4.73020, 0.80090], [-5.60010, 3.49690, -2.14400], [-4.36270, 4.15620, -3.20890], [-4.57500, 4.81790, -1.58770], [-3.59870, 2.00140, -2.28090], [-3.87310, 2.57810, -0.63490], [-2.08790, 4.19790, -0.80340], [-1.94760, 3.95770, -2.56200], [0.46050, 4.07520, -1.79260], [1.38380, 2.58580, -1.52490], [1.85500, 3.81790, 0.40140], [0.60380, 2.69020, 0.92420], [-0.05330, 5.55010, 0.08570], [0.36030, 5.10220, 1.73600], [-1.07120, 4.41650, 0.99710]], "energy_ev": -53227.486, "charge": 1, "orbital_gap_ev": 8.799, "fmax_ev_per_a": 1.440, "e_above_lowest_ev": 0.449}

---

Entry 2:
{"formula": "C52H46N3OP2Tl", "method": "ωB97M-V/def2-TZVPD", "elements": ["Tl", "N", "C", "C", "C", "C", "C", "N", "C", "C", "C", "C", "C", "N", "H", "H", "H", "H", "H", "H", "H", "H", "H", "O", "C", "C", "C", "C", "C", "C", "P", "C", "C", "C", "C", "C", "C", "C", "C", "C", "C", "C", "C", "C", "C", "C", "C", "C", "C", "P", "C", "C", "C", "C", "C", "C", "C", "C", "C", "C", "C", "C", "H", "H", "H", "H", "H", "H", "H", "H", "H", "H", "H", "H", "H", "H", "H", "H", "H", "H", "H", "H", "H", "H", "H", "H", "H", "H", "H", "H", "C", "C", "C", "C", "C", "C", "H", "H", "H", "H", "H", "H", "H", "H", "H"], "positions_angstrom": [[-0.50499, -0.11200, 0.75584], [-0.35914, 0.11392, -3.03646], [-0.84994, 1.28293, -2.47734], [-1.16057, 2.32056, -3.36642], [-1.68107, 3.49642, -2.87948], [-1.88151, 3.62560, -1.50763], [-1.53202, 2.56933, -0.70258], [-1.02241, 1.40950, -1.16174], [-0.22270, -1.17836, -2.57540], [-0.06313, -2.17715, -3.55142], [0.02578, -3.49253, -3.17497], [-0.04735, -3.80934, -1.81826], [-0.16962, -2.77752, -0.92698], [-0.24027, -1.47748, -1.27481], [-0.25068, 0.18112, -4.03452], [-0.99129, 2.18939, -4.42779], [-1.93090, 4.30268, -3.55603], [-2.29106, 4.52690, -1.07583], [-1.64365, 2.64352, 0.37167], [-0.02494, -1.89518, -4.59594], [0.13789, -4.27454, -3.91361], [0.00760, -4.83155, -1.47305], [-0.22629, -2.98027, 0.13534], [-1.48982, -2.77207, 2.21420], [-0.62222, -3.78742, 2.57367], [-1.02071, -5.08596, 2.86027], [-0.07558, -6.00647, 3.28159], [1.25452, -5.64056, 3.43893], [1.65631, -4.36642, 3.08065], [0.72995, -3.44514, 2.59453], [1.27449, -1.82208, 1.96200], [1.72183, -0.97694, 3.50601], [0.65947, -0.69993, 4.36768], [0.90595, -0.23859, 5.64746], [2.21463, -0.02583, 6.06484], [3.26966, -0.26529, 5.19884], [3.02892, -0.75269, 3.92142], [2.75740, -2.14550, 0.96813], [2.97866, -3.36922, 0.33474], [4.09541, -3.53643, -0.46923], [4.98263, -2.48869, -0.66761], [4.74110, -1.25634, -0.07766], [3.62849, -1.08041, 0.72787], [-2.77593, -2.69300, 2.70443], [-3.19656, -3.25711, 3.90142], [-4.52641, -3.14861, 4.27585], [-5.44072, -2.47286, 3.47744], [-4.99976, -1.83311, 2.33506], [-3.66279, -1.92329, 1.95072], [-3.04594, -0.85860, 0.62325], [-3.85129, 0.73450, 0.97871], [-4.70938, 1.42257, 0.13033], [-5.18503, 2.67466, 0.49973], [-4.80612, 3.24163, 1.70523], [-3.95402, 2.55231, 2.56114], [-3.47743, 1.30577, 2.20001], [-3.59603, -1.54314, -0.95201], [-3.93033, -2.89577, -1.01449], [-4.28711, -3.46433, -2.22697], [-4.31419, -2.68972, -3.37815], [-3.96959, -1.34560, -3.32028], [-3.59777, -0.77217, -2.11564], [-2.05784, -5.37639, 2.76997], [-0.38632, -7.01816, 3.50640], [1.97583, -6.35123, 3.81783], [2.69651, -4.08005, 3.16726], [-0.36345, -0.86909, 4.04327], [0.08451, -0.04450, 6.32476], [2.41211, 0.32434, 7.06945], [4.28679, -0.08889, 5.52275], [3.85796, -0.97484, 3.26212], [2.29121, -4.19292, 0.45789], [4.27415, -4.49270, -0.94340], [5.85748, -2.63564, -1.28657], [5.42008, -0.43134, -0.24824], [3.43232, -0.11445, 1.18141], [-2.49372, -3.77134, 4.54076], [-4.85047, -3.59585, 5.20595], [-6.48215, -2.41899, 3.76270], [-5.68049, -1.23323, 1.74263], [-5.03514, 0.98602, -0.80394], [-5.86492, 3.19516, -0.16208], [-5.17824, 4.21643, 1.99160], [-3.66870, 2.98359, 3.51148], [-2.81562, 0.76377, 2.86881], [-3.92393, -3.49338, -0.11125], [-4.55291, -4.51215, -2.27057], [-4.61457, -3.13153, -4.31889], [-4.00084, -0.73993, -4.21718], [-3.31730, 0.27274, -2.08327], [1.48361, 4.82515, 1.95932], [0.86490, 3.88202, 2.99807], [-0.39483, 4.51451, 3.61159], [1.88516, 3.56455, 4.09781], [0.45208, 2.63503, 2.33819], [0.06434, 1.61867, 1.81183], [1.73269, 5.77457, 2.43542], [0.78710, 5.01956, 1.14250], [2.39720, 4.40168, 1.54213], [-0.13819, 5.44761, 4.11510], [-0.84149, 3.83928, 4.34300], [-1.13383, 4.72935, 2.83765], [2.13115, 4.47417, 4.64760], [2.80214, 3.15824, 3.66906], [1.48329, 2.83271, 4.79645]], "energy_ev": -84446.160, "charge": 2, "orbital_gap_ev": 8.124, "fmax_ev_per_a": 0.480}

---

Entry 3:
{"formula": "C34H78N3O15PS5", "method": "ωB97M-V/def2-TZVPD", "elements": ["C", "N", "C", "P", "O", "N", "C", "C", "N", "C", "C", "H", "H", "H", "H", "H", "H", "H", "H", "H", "H", "H", "H", "H", "H", "H", "H", "H", "H", "O", "S", "O", "C", "C", "C", "C", "H", "H", "H", "H", "H", "H", "H", "H", "O", "S", "O", "C", "C", "C", "C", "H", "H", "H", "H", "H", "H", "H", "H", "O", "S", "O", "C", "C", "C", "C", "H", "H", "H", "H", "H", "H", "H", "H", "O", "S", "O", "C", "C", "C", "C", "H", "H", "H", "H", "H", "H", "H", "H", "O", "S", "O", "C", "C", "C", "C", "H", "H", "H", "H", "H", "H", "H", "H", "C", "O", "C", "C", "O", "C", "H", "H", "H", "H", "H", "H", "H", "H", "H", "H", "C", "O", "C", "C", "O", "C", "H", "H", "H", "H", "H", "H", "H", "H", "H", "H"], "positions_angstrom": [[-1.55767, -3.51657, -0.35014], [-1.91669, -3.16740, -1.74158], [-1.71320, -1.75628, -1.92616], [-3.06436, -3.94512, -2.67480], [-2.98310, -3.51771, -4.05678], [-2.64683, -5.50653, -2.34066], [-3.53727, -6.51463, -2.79907], [-1.27640, -5.97973, -2.44737], [-4.62468, -3.98168, -2.07529], [-4.80559, -4.47085, -0.79060], [-5.76508, -3.35379, -2.75833], [-2.15437, -3.03878, 0.40859], [-0.52139, -3.25657, -0.13143], [-1.63774, -4.55298, -0.21359], [-0.69261, -1.55179, -1.59058], [-2.41589, -1.15914, -1.38997], [-1.76311, -1.50968, -2.99121], [-3.55405, -6.55777, -3.90434], [-3.32132, -7.48561, -2.39448], [-4.56724, -6.28589, -2.52190], [-0.98366, -6.53868, -3.34036], [-0.61655, -5.09144, -2.34894], [-1.11960, -6.73758, -1.64995], [-4.95385, -3.61907, -0.10111], [-5.62206, -5.20860, -0.56613], [-3.87274, -4.90775, -0.48973], [-5.90046, -2.28154, -2.44972], [-6.70306, -3.95941, -2.43874], [-5.61518, -3.28274, -3.86765], [-1.40698, 4.65130, 0.23014], [-1.23292, 6.10507, 0.08458], [-1.64751, 6.70969, -1.16572], [-1.97162, 6.96663, 1.48719], [-0.90293, 7.78165, 2.17658], [0.35597, 7.81257, 1.25167], [0.42206, 6.53270, 0.51667], [-2.64560, 6.31337, 2.12089], [-2.58598, 7.68732, 0.95347], [-1.22719, 8.82707, 2.33462], [-0.78086, 7.42496, 3.22018], [1.26388, 8.04266, 1.77288], [0.35029, 8.69821, 0.60964], [0.76414, 5.68132, 1.17420], [1.02676, 6.63363, -0.41355], [-4.06481, 4.16707, 2.11639], [-3.53226, 2.85732, 2.19202], [-2.31389, 2.53653, 2.94543], [-4.85354, 1.67618, 2.71973], [-4.62955, 0.33360, 2.00814], [-3.55800, 0.53108, 0.96626], [-3.41337, 2.02021, 0.61916], [-5.82579, 2.13412, 2.39188], [-4.89878, 1.62523, 3.79751], [-4.22076, -0.37390, 2.81136], [-5.60239, -0.05232, 1.65128], [-3.76486, 0.01963, 0.03013], [-2.53587, 0.09996, 1.18054], [-4.22683, 2.35743, -0.05543], [-2.40092, 2.30597, 0.24631], [1.56540, 1.50930, 0.32341], [0.75980, 0.58242, 1.08352], [-0.50681, 0.14306, 0.59335], [1.64294, -0.89438, 1.46989], [2.03427, -0.89320, 2.94657], [0.91918, -0.12566, 3.67331], [0.47401, 1.07839, 2.80110], [2.51506, -0.94815, 0.76862], [0.96289, -1.69098, 1.22386], [2.11611, -1.93007, 3.30270], [3.02478, -0.40827, 3.06120], [1.26438, 0.12373, 4.72706], [0.06154, -0.78749, 3.68003], [1.10970, 1.91280, 2.97807], [-0.51324, 1.45646, 2.89559], [7.96475, 2.97514, 1.76770], [6.55513, 2.93850, 1.99902], [6.03887, 3.45577, 3.23497], [5.76376, 3.68978, 0.61679], [4.88489, 2.56889, -0.04417], [4.59319, 1.55510, 1.07798], [5.92252, 1.29336, 1.82083], [6.57594, 4.09263, 0.01114], [5.20078, 4.50278, 1.05257], [4.01147, 2.93971, -0.54792], [5.51275, 2.10268, -0.82566], [4.16661, 0.64147, 0.56645], [3.78571, 1.88653, 1.75795], [6.57983, 0.60986, 1.24101], [5.90247, 0.88221, 2.82742], [0.00290, 5.45043, -3.53069], [-0.29280, 4.10433, -3.89557], [0.14525, 3.51503, -5.17156], [0.20740, 3.01567, -2.58259], [-1.02114, 2.08141, -2.43606], [-2.26961, 2.93190, -2.59101], [-2.06152, 3.85332, -3.73052], [0.40611, 3.60793, -1.68867], [1.02982, 2.51860, -3.09492], [-0.93176, 1.29264, -3.24338], [-1.00416, 1.51417, -1.52361], [-2.36194, 3.48827, -1.65043], [-3.15927, 2.32608, -2.82977], [-2.49204, 4.84385, -3.64231], [-2.32481, 3.42605, -4.72299], [2.80160, -0.03136, -2.40954], [2.82621, -1.31839, -1.64366], [3.74644, -2.30695, -2.05997], [4.92824, -2.35628, -1.11765], [5.60260, -1.07864, -1.01489], [6.42403, -0.75129, -2.20564], [2.11569, 0.68157, -1.93139], [2.44168, -0.24819, -3.44915], [3.79697, 0.37751, -2.45485], [4.05558, -2.24321, -3.09491], [3.24953, -3.30935, -1.89058], [5.70812, -3.13308, -1.37255], [4.51567, -2.63051, -0.14319], [7.34751, -1.34484, -2.17751], [6.73865, 0.29754, -2.00958], [5.96680, -0.87622, -3.19062], [2.76803, -4.44836, 1.63532], [1.62180, -4.28216, 2.49493], [0.57138, -5.19483, 2.24876], [-0.63625, -4.77400, 3.03919], [-0.91923, -3.45245, 2.53177], [-1.98053, -2.96755, 3.24127], [3.33006, -5.30055, 2.02134], [3.36958, -3.53677, 1.64098], [2.44108, -4.62534, 0.57734], [0.76244, -6.27760, 2.51619], [0.39162, -5.11673, 1.19009], [-0.36348, -4.63957, 4.04847], [-1.49285, -5.43110, 2.90353], [-2.13349, -1.89118, 2.97810], [-1.82599, -2.96731, 4.32781], [-2.96474, -3.42576, 2.98820]], "energy_ev": -135166.442, "orbital_gap_ev": 8.961, "fmax_ev_per_a": 3.593, "smiles": "CN(C)P(=O)(N(C)C)N(C)C.O=S1(=O)CCCC1.O=S1(=O)CCCC1.O=S1(=O)CCCC1.O=S1(=O)CCCC1.O=S1(=O)CCCC1.COCCOC.COCCOC"}

---

Entry 4:
{"formula": "C26H56NO8", "method": "ωB97M-V/def2-TZVPD", "elements": ["C", "C", "N", "H", "H", "H", "H", "H", "H", "H", "H", "C", "C", "O", "C", "H", "H", "H", "H", "H", "H", "C", "C", "O", "C", "H", "H", "H", "H", "H", "H", "C", "C", "O", "C", "H", "H", "H", "H", "H", "H", "C", "C", "O", "C", "H", "H", "H", "H", "H", "H", "C", "C", "O", "C", "H", "H", "H", "H", "H", "H", "C", "C", "O", "C", "H", "H", "H", "H", "H", "H", "C", "C", "O", "C", "H", "H", "H", "H", "H", "H", "C", "C", "O", "C", "H", "H", "H", "H", "H", "H"], "positions_angstrom": [[-0.26450, -0.48760, -2.48203], [-1.59980, -1.21968, -2.37267], [-2.77227, -0.26125, -2.21584], [0.24747, -0.75895, -3.39987], [0.35596, -0.72834, -1.62332], [-0.37889, 0.59449, -2.47827], [-1.63233, -1.88120, -1.51218], [-1.79682, -1.82841, -3.24928], [-3.42975, -0.36070, -3.00237], [-3.27825, -0.40712, -1.34269], [-2.45284, 0.71012, -2.21902], [-2.77238, -2.68022, -6.67040], [-2.57918, -1.41016, -5.89176], [-3.50341, -0.87416, -5.30796], [-1.18808, -0.82902, -5.87905], [-3.80937, -2.99959, -6.61172], [-2.49756, -2.52341, -7.71471], [-2.12024, -3.46296, -6.27643], [-0.86545, -0.61224, -6.89813], [-0.48136, -1.55208, -5.46448], [-1.16687, 0.09114, -5.29720], [1.50208, -0.71973, 1.35554], [2.59130, 0.01810, 0.61438], [2.35300, 0.81896, -0.26486], [3.99406, -0.30889, 1.04606], [0.52204, -0.41563, 0.98691], [1.63014, -1.79656, 1.24335], [1.57064, -0.51085, 2.42310], [4.18636, -1.37506, 0.91358], [4.11054, -0.09173, 2.10841], [4.72490, 0.26032, 0.47663], [-2.92231, -4.74417, -3.02920], [-1.59135, -5.30640, -2.57456], [-0.61922, -5.23515, -3.28773], [-1.54440, -5.93151, -1.20359], [-2.80803, -4.33716, -4.03214], [-3.69962, -5.50866, -3.04029], [-3.24467, -3.95910, -2.33981], [-2.24576, -6.76551, -1.14622], [-1.83861, -5.20413, -0.44374], [-0.53876, -6.28770, -0.99724], [1.91874, -3.31512, 5.95068], [1.56909, -3.59205, 4.51218], [1.91897, -2.86906, 3.60195], [0.75424, -4.83561, 4.25052], [2.51153, -2.41023, 6.04548], [1.00633, -3.21693, 6.54225], [2.48486, -4.15298, 6.36171], [-0.19262, -4.78270, 4.79071], [1.28947, -5.71499, 4.61209], [0.56476, -4.93909, 3.18476], [-0.95441, 2.49606, -0.76493], [-1.68826, 3.61297, -0.04751], [-2.64477, 3.35896, 0.64467], [-1.17207, 5.01045, -0.25249], [-1.43613, 1.55437, -0.49854], [-1.00523, 2.66400, -1.84546], [0.09637, 2.43515, -0.47483], [-1.19700, 5.27069, -1.31247], [-0.13431, 5.07902, 0.07827], [-1.78258, 5.71203, 0.30926], [3.41876, 0.17724, 4.81656], [3.63247, 0.45670, 6.28903], [3.85173, -0.44316, 7.06677], [3.56890, 1.90109, 6.69987], [3.50368, -0.88806, 4.61942], [2.42500, 0.51913, 4.51623], [4.16285, 0.72451, 4.23353], [2.59231, 2.32222, 6.45174], [4.32388, 2.44809, 6.13327], [3.74462, 1.99248, 7.76863], [-5.46811, 1.42360, -4.23907], [-5.83081, 2.89487, -4.19482], [-6.49533, 3.40095, -5.06061], [-5.31303, 3.68609, -3.01299], [-5.90852, 0.97541, -5.12594], [-4.38936, 1.26106, -4.29061], [-5.86629, 0.91217, -3.35737], [-4.22060, 3.65015, -2.98560], [-5.68756, 3.26505, -2.07763], [-5.63361, 4.72109, -3.09367], [4.76602, 4.02907, 2.21192], [5.06038, 4.35809, 3.65656], [5.26509, 3.49081, 4.47448], [5.08740, 5.81939, 4.02627], [4.77485, 2.95126, 2.06774], [3.79089, 4.42951, 1.92808], [5.51322, 4.48869, 1.56290], [4.12339, 6.28078, 3.80412], [5.84568, 6.34035, 3.43917], [5.30873, 5.92825, 5.08449]], "energy_ev": -45734.011, "charge": 1, "orbital_gap_ev": 7.856, "fmax_ev_per_a": 0.550}